A) 27
Properties=species:S:1:pos:R:3:mulliken_charge:R:1 method="wB97M-V/def2-TZVPD" homo_ev=-9.054 orbital_gap_ev=9.58 molar_mass_g_mol=197.26 smiles="COCCNCCCS(=O)(=O)O"
C 3.25006 -1.15115 0.38739 -0.655
O 3.25805 -0.34857 -0.76833 -0.397
C 1.96633 0.02603 -1.20527 -0.167
C 1.52176 1.35514 -0.58873 -0.606
N 0.07058 1.52148 -0.61673 -0.192
C -0.58734 1.37077 0.67569 -0.978
C -0.69661 -0.09489 1.08597 -0.353
C -1.60248 -0.98093 0.22304 -0.625
S -3.17039 -0.25671 -0.18785 1.112
O -3.02681 0.77818 -1.15580 -0.563
O -3.90145 -0.03247 1.02799 -0.645
O -3.86147 -1.49900 -0.92624 -0.491
H 4.26684 -1.50500 0.54689 0.260
H 2.59023 -2.01868 0.26359 0.283
H 2.93130 -0.59294 1.27699 0.252
H 2.00619 0.10031 -2.29288 0.316
H 1.23120 -0.75060 -0.96294 0.066
H 1.98724 2.17015 -1.14582 0.373
H 1.91830 1.41227 0.43492 0.249
H -0.16501 2.42521 -0.99754 0.256
H -1.58005 1.81311 0.60041 0.508
H -0.05447 1.90450 1.47693 0.366
H 0.30387 -0.53404 1.04652 0.060
H -1.02098 -0.16464 2.12568 0.457
H -1.88386 -1.87728 0.77755 0.454
H -1.14097 -1.28584 -0.71612 0.294
H -4.61007 -1.78440 -0.38531 0.366

B) 27
Properties=species:S:1:pos:R:3:mulliken_charge:R:1 method="wB97M-V/def2-TZVPD" homo_ev=-8.337 orbital_gap_ev=8.31 molar_mass_g_mol=197.26 smiles="C[N+](C)(C)C[C@H](O)CS(=O)(=O)[O-]"
C 2.11899 1.33305 0.70022 -1.174
N 1.33932 0.50275 1.59449 0.266
C 0.73118 1.31400 2.65974 -0.824
C 2.19052 -0.56247 2.20116 -0.940
C 0.32254 -0.25727 0.74656 -1.183
C -0.84346 0.51847 0.22844 0.121
O -1.96910 -0.02074 0.91450 -0.586
C -1.07466 0.18347 -1.27750 -1.410
S 0.13875 1.07915 -2.29099 1.251
O 0.32186 2.40264 -1.64890 -0.696
O -0.29192 1.16412 -3.67734 -0.676
O 1.37273 0.26512 -2.15554 -0.706
H 2.52035 0.79696 -0.16244 0.387
H 1.51706 2.12360 0.31244 0.527
H 2.95028 1.74589 1.26884 0.465
H 1.37077 2.17648 2.97523 0.352
H -0.25642 1.74394 2.35189 0.314
H 0.61025 0.72890 3.56317 0.393
H 2.89286 -0.86724 1.42921 0.381
H 1.53794 -1.38719 2.55816 0.365
H 2.73119 -0.18830 3.11230 0.379
H -0.07305 -1.09275 1.32920 0.500
H 0.81645 -0.72822 -0.09647 0.715
H -0.76968 1.59726 0.35818 0.447
H -2.80319 0.09802 0.41302 0.380
H -2.04228 0.51398 -1.60148 0.555
H -1.07149 -0.89583 -1.51831 0.396

Result of the stability comparison: B) is the least stable of them.

A) 15
Properties=species:S:1:pos:R:3:mulliken_charge:R:1 method="wB97M-V/def2-TZVPD" homo_ev=-8.476 orbital_gap_ev=8.20 molar_mass_g_mol=125.20 smiles="C[C@@H]1[C@H]2C=CC(=S)N12"
C 0.44513 1.41055 1.72702 -1.446
C -0.01365 0.69824 0.48334 0.413
C -0.33876 -0.76246 0.47235 -0.062
C -1.13769 -1.30894 -0.64301 -0.592
C -0.47068 -1.12778 -1.78831 -0.272
C 0.78265 -0.39974 -1.51007 0.045
S 1.81957 0.23889 -2.58602 -0.308
N 0.91142 -0.27208 -0.11307 -0.363
H 0.97746 0.73655 2.38095 0.348
H -0.42110 1.79766 2.26724 0.341
H 1.13879 2.22984 1.44685 0.306
H -0.56149 1.30617 -0.21630 0.443
H -0.25801 -1.34810 1.41365 0.334
H -2.11833 -1.80170 -0.52568 0.394
H -0.75530 -1.39709 -2.80895 0.420

B) 15
Properties=species:S:1:pos:R:3:mulliken_charge:R:1 method="wB97M-V/def2-TZVPD" homo_ev=-8.248 orbital_gap_ev=9.10 molar_mass_g_mol=125.20
C -2.28868 0.53024 -1.00554 0.026
C -2.64746 0.79260 0.30280 -0.189
C -1.45515 1.60123 -0.65362 -0.458
C 1.83893 -1.17323 -0.70581 -0.537
C 2.13109 -1.61456 0.73160 -0.398
C 1.77209 0.11232 -0.56512 -0.293
N -1.38504 1.29297 0.76431 -0.150
S 2.24819 0.18292 1.19678 -0.197
H -3.06670 0.34881 -1.72993 0.258
H -3.45683 1.06538 0.85787 0.287
H 1.53455 -1.85695 -1.45716 0.354
H -1.41291 2.13217 1.31554 0.238
H 1.56664 -2.33776 1.27229 0.385
H 3.21932 -1.98512 0.85430 0.224
H 1.40196 0.90899 -1.17829 0.450

Result of the stability comparison: B) is the least stable of them.

A) 15
Properties=species:S:1:pos:R:3:mulliken_charge:R:1 method="wB97M-V/def2-TZVPD" homo_ev=-7.890 orbital_gap_ev=8.85 molar_mass_g_mol=125.20 smiles="C=Cn1ccc(S)c1"
C 2.81704 -0.24151 -0.00877 -0.923
C 1.65011 -0.87165 -0.01057 0.307
N 0.38792 -0.27392 -0.00262 0.175
C 0.09401 1.05869 0.00012 -0.259
C -1.26703 1.21308 -0.00876 -0.476
C -1.83617 -0.09922 -0.00646 0.186
S -3.54487 -0.53502 -0.00309 -0.254
C -0.79333 -0.98525 -0.00032 -0.435
H 2.88899 0.83213 0.00182 0.230
H 3.75014 -0.81642 0.00828 0.243
H 1.59369 -1.93952 0.00833 0.241
H 0.85937 1.82665 0.02358 0.194
H -1.80271 2.16850 0.00135 0.346
H -3.99484 0.73192 -0.01413 0.117
H -0.80232 -2.06845 0.01125 0.309

B) 15
Properties=species:S:1:pos:R:3:mulliken_charge:R:1 method="wB97M-V/def2-TZVPD" homo_ev=-7.890 orbital_gap_ev=8.77 molar_mass_g_mol=125.20
C -0.69902 1.05957 0.22071 -0.511
C 1.34031 -2.00686 0.35719 0.065
C 0.17532 0.15906 -0.23282 0.386
C -2.05168 0.50794 0.28734 -0.740
C 1.70024 0.20383 -0.12719 -0.680
C -0.24524 -1.21216 -0.42216 -0.292
N 2.19446 -1.12728 0.17201 -0.515
S -1.92745 -1.38221 0.09286 -0.196
H -0.39316 2.05658 0.36047 0.427
H 1.32207 -3.09358 0.65143 0.302
H -2.57522 0.70503 1.12124 0.482
H -2.70340 0.92154 -0.53911 0.275
H 2.34759 0.41226 -0.94630 0.264
H 2.06040 0.94737 0.60003 0.332
H -0.19088 -1.59052 -1.35430 0.401

Result of the stability comparison: B) is the least stable of them.

A) 25
Properties=species:S:1:pos:R:3:mulliken_charge:R:1 method="wB97M-V/def2-TZVPD" homo_ev="-9.265 / -7.589" orbital_gap_ev="8.88 / 7.04" molar_mass_g_mol=149.17
C -0.44251 2.27474 -0.40105 -1.491
C 1.14422 1.75730 1.39841 -1.422
C 0.19630 -2.49403 0.02492 -1.736
C -1.81590 -1.14780 0.08913 -1.180
C -0.02451 1.18134 0.63573 -0.110
C -0.36915 -1.28244 0.60594 0.280
N 0.24788 -0.03902 0.01352 0.494
O 1.96117 1.01958 -1.68335 -0.588
P 1.20723 -0.15327 -1.34585 0.083
H -0.97122 1.84560 -1.29982 0.339
H -1.23612 2.74416 0.18565 0.437
H 0.35977 2.85299 -0.79968 0.449
H 0.81768 2.57314 2.08760 0.364
H 1.98289 2.09490 0.67484 0.293
H 1.61843 0.93023 1.96298 0.372
H -0.29104 -3.31893 0.45815 0.461
H 0.09796 -2.50088 -1.06803 0.475
H 1.38341 -2.57591 0.27353 0.302
H -2.67527 -1.66059 0.66824 0.306
H -1.81524 -1.42181 -0.93024 0.323
H -1.99922 -0.13431 0.17503 0.473
H -0.81467 0.93464 1.30260 0.695
H -0.14120 -1.13890 1.68725 0.352
H 2.07166 -1.24767 -1.11868 0.047
H -0.49256 -1.09306 -3.59682 -0.016

B) 25
Properties=species:S:1:pos:R:3:mulliken_charge:R:1 method="wB97M-V/def2-TZVPD" homo_ev=-7.619 orbital_gap_ev=8.23 molar_mass_g_mol=149.17 smiles="C=[P@](C)(O)NCCCC"
C -2.40710 -2.59024 -1.18012 -1.142
P -0.67867 -2.09134 -0.66131 0.782
C -0.09259 -0.91338 -1.94561 -0.975
O 0.63154 -3.06170 -0.47976 -0.527
N -0.73361 -1.33122 0.83028 -0.297
C 0.29150 -0.38769 1.23840 -0.802
C -0.04931 1.07699 0.93996 -0.397
C 1.20273 1.93787 0.77687 -0.295
C 0.84925 3.40936 0.60921 -1.313
H -2.78128 -3.25275 -0.39569 0.260
H -2.26759 -3.16871 -2.09515 0.278
H 0.89963 -0.51383 -1.74141 0.263
H -0.07295 -1.45230 -2.89013 0.377
H -0.81875 -0.11113 -2.02723 0.323
H 1.42584 -2.67359 -0.10366 0.344
H -1.67411 -1.05748 1.07540 0.309
H 0.47403 -0.51211 2.31267 0.306
H 1.21734 -0.65446 0.71839 0.306
H -0.66474 1.47832 1.74744 0.385
H -0.63804 1.12632 0.02174 0.211
H 1.76212 1.59784 -0.09954 0.278
H 1.84922 1.81285 1.64884 0.296
H 0.36429 3.78711 1.50560 0.328
H 1.74210 4.00160 0.42453 0.365
H 0.16914 3.54366 -0.22974 0.337

Result of the stability comparison: A) is the least stable of them.

A) 14
Properties=species:S:1:pos:R:3:mulliken_charge:R:1 method="wB97M-V/def2-TZVPD" homo_ev=-9.806 orbital_gap_ev=10.68 molar_mass_g_mol=78.18 smiles=CCC.S
C 1.16053 0.96640 0.16919 -1.066
C 1.21706 -0.40273 -0.52001 -0.174
C -0.09518 -0.74041 -1.24023 -0.964
H 1.97200 1.08184 0.88951 0.331
H 0.21155 1.10554 0.69046 0.234
H 1.22676 1.74739 -0.59149 0.316
H 1.44982 -1.19966 0.20062 0.285
H 2.01995 -0.37062 -1.25864 0.243
H 0.10612 -1.33010 -2.13662 0.322
H -0.76814 -1.32776 -0.61633 0.215
H -0.60832 0.17036 -1.54145 0.280
S -2.98993 -0.26501 1.65575 -0.317
H -1.85811 -0.47012 2.33441 0.145
H -3.04413 1.03487 1.96485 0.149

B) 14
Properties=species:S:1:pos:R:3:mulliken_charge:R:1 method="wB97M-V/def2-TZVPD" homo_ev=-9.821 orbital_gap_ev=10.71 molar_mass_g_mol=78.18 smiles=CCC.S
C 0.99509 0.68965 1.07355 -1.083
C -0.20383 -0.23348 0.93703 -0.064
C 0.14937 -1.55855 0.25723 -1.159
H 1.40986 0.94671 0.09499 0.286
H 0.69864 1.64008 1.51864 0.304
H 1.78106 0.20770 1.65288 0.341
H -0.64555 -0.42302 1.91870 0.293
H -1.01422 0.21412 0.35245 0.133
H -0.70543 -2.23247 0.20484 0.312
H 0.93523 -2.08423 0.80511 0.351
H 0.52229 -1.37810 -0.75237 0.286
S -1.49513 1.83468 -2.28375 -0.260
H -0.89438 0.64362 -2.16376 0.112
H -1.53302 1.73329 -3.61553 0.147

Result of the stability comparison: A) is the least stable of them.